Entry 1:
16
Properties=species:S:1:pos:R:3:forces:R:3 method="wB97M-V/def2-TZVPD" lumo_energy_ev="-16.2 / -16.2" e_above_lowest_ev=3.9582 gap_ha="0.1916 / 0.1915" charge=+3
Y 2.330636 1.494405 -0.177236 -1.9304 -1.9098 1.2011
O -0.076882 1.222830 0.176286 2.3152 0.4791 -1.0676
O 1.663358 -0.664098 0.503755 -0.0468 3.9809 -0.7647
O 0.447113 0.226595 0.957865 0.7056 0.1479 2.6806
C 1.322746 -1.927259 0.855848 -0.8522 -4.0111 -2.1753
C 2.031491 -2.848615 0.187787 4.4572 1.3114 2.0081
C -1.368276 0.867537 -0.412638 -1.7205 -0.5244 -1.3575
C -2.041194 2.193097 -0.664023 0.2724 0.3933 0.5510
H -1.164008 0.297622 -1.326749 -0.0392 0.0989 0.1611
H -2.203263 2.724312 0.281665 -0.1154 -0.1707 -0.1366
H -1.916400 0.246052 0.303509 0.3629 0.1722 0.1383
H 3.226888 -2.458976 0.118889 -3.1956 -1.5930 -1.0590
H 0.375821 -2.294196 1.263845 -0.1798 1.5145 0.4542
H 1.819862 -3.908820 0.328455 0.1471 0.1432 -0.1960
H -1.422319 2.842896 -1.295511 -0.4378 -0.1723 -0.2610
H -3.025580 1.986616 -1.101741 0.2571 0.1400 -0.1768


Entry 2:
19
Properties=species:S:1:pos:R:3:forces:R:3 method="wB97M-V/def2-TZVPD" lumo_energy_ev=1.0 e_above_lowest_ev=0.6120 gap_ha=0.3613 charge=0 smiles=C[C@@H]1[C@H](C)[C@@H]1CS
S -0.869611 -2.781927 0.893318 -0.1506 -0.1197 -0.0222
C 1.672383 -0.378722 -0.470222 -0.3153 -1.0302 0.4553
C -0.556331 -0.057675 1.000773 -0.1979 -0.3684 0.2713
C -0.601576 1.601704 -1.060410 -0.1798 0.2110 -0.4322
C -1.301538 -1.132113 0.262845 0.9529 0.0599 -0.9504
C -0.225018 1.256249 0.350010 -0.6826 1.1097 0.7740
C 0.864173 0.309557 0.667470 1.1994 -0.9917 -0.6791
H -1.086070 -1.091386 -0.827103 -0.2007 -0.1467 0.7367
H -2.364885 -1.008158 0.370698 -0.4818 -0.0781 0.1541
H -0.278274 2.093925 1.048788 -0.0398 -0.0413 -0.2862
H 0.146237 2.318601 -1.465275 -0.5419 -0.4562 0.0443
H 1.448210 0.588155 1.547640 0.0683 -0.2053 -0.3791
H 2.187811 -1.327324 -0.105112 -0.6121 1.1976 -0.3396
H -1.618044 2.053670 -1.147232 0.7438 -0.2763 0.1744
H -0.598822 0.685593 -1.663282 0.0314 0.4847 -0.1579
H 1.045895 -0.692591 -1.354038 0.5868 0.4403 0.9802
H 0.449991 -2.647070 0.705480 -0.0368 -0.0124 0.0126
H 2.455814 0.294378 -0.826512 -0.0914 -0.0599 -0.0443
H -0.770345 -0.084866 2.072163 -0.0519 0.2829 -0.3120


Entry 3:
161
Properties=species:S:1:pos:R:3:forces:R:3 method="wB97M-V/def2-TZVPD" lumo_energy_ev=0.2 gap_ha=0.3245 charge=0 smiles="CCOCCO[C@H]1[C@@H](C[C@@H](C)O)[C@@](F)(CON=O)S(=O)(=O)O[C@]1(CCOC(=O)CC)P(N)O.CC(C)O.CC(C)O.CC(C)O.CC(C)O.CC(C)O.CC(C)O.CC(C)O.CC(C)O"
S -0.705185 -4.742895 -1.222233 0.0822 -0.6487 0.0609
P -0.939991 -1.706090 -2.517153 0.0546 -0.9935 -0.9064
F 1.489609 -3.343652 -1.779591 -0.1753 0.0089 -0.1743
O 2.265383 -0.688388 4.413796 -0.1299 -0.1084 0.0837
O 5.992559 -0.214977 7.650133 -0.0363 -0.0125 0.0682
O -0.616906 -2.998700 3.627965 -0.2812 -0.0011 -0.0225
O 2.641774 0.772868 0.469927 -0.1434 -0.0086 0.1416
O -3.703711 2.377759 0.544213 -0.4473 0.2805 -0.5199
O 3.376497 -6.427360 -3.416177 0.0208 0.0029 0.1038
O -4.397753 0.600125 -6.068594 -0.1510 0.0430 -0.0585
O -0.862977 -4.940475 -2.621078 -0.0062 0.3307 0.1083
O -1.641359 -3.575056 -0.669330 0.2309 0.0354 -0.0596
O -2.433258 0.650281 1.150275 -0.2014 -0.6470 0.1935
O -3.535493 4.424138 -3.475808 0.0676 0.0220 -0.0801
O 4.847391 1.408335 5.203190 -0.2056 -0.1039 -0.1408
O -0.937267 -5.845701 -0.335458 -0.0729 0.2557 -0.0594
O -0.012435 -0.361349 -2.553366 -0.1562 0.1339 0.5336
O 5.073433 -3.999974 -6.760944 0.0220 0.0748 -0.0909
O -0.685973 5.804558 -10.807173 -0.0858 0.0330 -0.0852
O 1.993884 -6.008605 -1.866581 0.0111 -0.0154 0.0578
O -7.107029 2.967300 4.693241 0.0946 -0.1288 0.0027
O -0.103195 -1.213962 1.345413 -0.1595 -0.1772 -0.1147
N -2.478691 -1.098161 -3.002991 0.4432 0.2701 0.3841
N 3.305788 -5.937992 -2.363017 0.0178 0.0912 -0.1758
C -2.192275 5.354707 -8.961730 -0.0443 0.1029 -0.0019
C -1.743847 4.958488 -10.359092 0.1437 -0.1387 0.2219
C -1.211821 -2.170659 -0.650222 -0.1201 0.7782 0.2248
C 2.066596 -0.017839 1.501651 0.0781 0.3503 -0.1499
C -1.650566 -5.030577 2.851002 -0.1165 0.2317 0.2852
C 7.483621 -2.086373 8.029282 -0.1035 -0.0385 0.0155
C -4.301985 5.626941 -3.465839 -0.1870 -0.0459 0.1993
C -8.135362 2.067188 2.689553 0.1139 -0.0341 0.0065
C 4.425478 -5.916561 -8.091253 0.0981 0.0292 -0.0520
C 0.966164 -4.128547 -0.777623 0.0693 -0.0794 0.4323
C 2.009091 -1.735316 5.354875 0.1556 0.0610 0.2373
C 0.875349 -3.273548 0.493782 -0.1911 -0.0872 0.0557
C 2.707275 -4.484234 -6.942365 -0.0205 0.1143 0.0538
C -2.480333 0.056412 -0.154921 -0.0157 0.2407 -0.1070
C 6.320873 2.964264 6.280217 0.0929 -0.0750 0.0085
C 4.062917 -4.513346 -7.628920 -0.0822 -0.2332 0.1463
C -3.343977 1.616768 1.393872 0.2214 0.1281 0.2070
C 0.448442 -4.068990 1.762936 0.0192 0.0321 -0.1892
C 5.026193 0.297041 0.833066 -0.1257 0.1403 0.0926
C 8.292675 0.295073 8.185994 -0.1119 0.1105 -0.0391
C 0.548720 0.046476 1.346374 -0.0317 0.1234 0.3548
C -8.134124 2.100449 4.210600 -0.1650 0.1700 -0.1484
C 3.932865 3.581900 5.773809 -0.0790 -0.0646 -0.0853
C -0.900066 -3.764065 2.431604 0.2652 0.1213 0.6661
C 1.060235 -1.251968 6.438771 -0.0848 0.0591 -0.0782
C -3.864583 0.283148 3.503344 -0.1838 0.1890 0.3124
C -5.756649 5.331827 -3.797877 0.0212 -0.0432 -0.1044
C -9.487533 2.521362 4.760971 0.0331 -0.0109 0.1141
C -2.471714 2.051274 -6.041732 -0.0689 0.2037 0.0758
C 1.896825 -5.326627 -0.619741 -0.0182 -0.1156 -0.2953
C -3.819285 1.650749 2.821171 0.3612 -0.3897 0.1953
C -3.382585 1.178966 -6.887189 0.3147 -0.1914 0.1575
C -4.164267 6.334019 -2.126322 0.1029 0.0093 0.0006
C -2.605503 0.088022 -7.609361 -0.0829 -0.0272 -0.0745
C -2.428145 -1.467675 -0.028707 0.0465 -0.0655 -0.1737
C -1.317346 3.498844 -10.412495 0.0124 -0.0013 -0.1073
C 3.894889 1.328263 0.828314 0.2423 0.0331 -0.2449
C 7.128121 -0.657551 8.405470 0.1622 -0.0648 -0.1907
C 0.094764 -1.977106 0.168968 0.4021 0.2767 -0.2128
C 5.156979 2.803105 5.321452 -0.0582 0.0543 0.2814
C 3.315724 -2.245867 5.943990 0.0465 0.0344 -0.1061
H -3.276816 -0.528515 -8.207679 -0.0054 0.0174 -0.0106
H -2.499692 6.400208 -8.936463 -0.0299 -0.0091 -0.0339
H 9.177116 0.013589 8.757925 -0.0401 -0.0567 0.0327
H 1.519892 -6.040192 0.105467 0.0396 0.0937 0.0875
H -0.980181 -2.114439 3.510417 0.2242 -0.0465 -0.0887
H 1.526301 -2.524387 4.780074 -0.0422 0.0342 -0.0563
H -3.116098 6.539515 -1.909250 0.0024 0.0108 -0.0184
H 6.816231 -0.624577 9.450176 -0.0951 0.0444 -0.0178
H -0.469752 3.328525 -9.742255 -0.0325 -0.0036 0.0482
H 5.444971 3.129188 4.320881 -0.0022 -0.1135 -0.0497
H -3.204174 -1.705496 -2.635343 -0.2314 0.1119 -0.2784
H -3.889131 3.845906 -2.790131 0.0213 -0.0021 0.0224
H 0.113144 0.591743 2.184232 -0.0264 -0.0801 -0.0427
H -10.277050 1.843952 4.433612 -0.0022 0.0042 -0.0155
H 6.034739 2.565206 7.256674 0.0346 0.0709 0.0359
H -3.026005 4.734786 -8.628079 0.0058 0.0030 0.0306
H 1.916483 -4.840474 -7.603830 0.0062 -0.0144 -0.0048
H 3.682440 -6.309599 -8.786498 -0.0125 -0.0042 0.0108
H -2.560115 5.123718 -11.063933 0.0256 0.0475 -0.0400
H -8.889859 1.377926 2.308704 -0.0128 0.0070 0.0016
H -1.532871 -3.147235 1.807520 -0.0532 -0.1601 -0.1991
H -3.304551 -1.891845 -0.522276 0.0179 0.0012 0.1025
H -7.876637 1.112382 4.595886 0.0532 0.0122 0.0343
H 1.904161 -2.938236 0.653614 -0.0221 -0.0711 -0.0229
H 5.398406 -5.917536 -8.583016 -0.0079 0.0142 -0.0131
H -1.371034 5.235580 -8.249155 -0.0025 -0.0773 -0.0020
H -2.110407 -0.563253 -6.883871 0.0421 0.0377 0.0116
H -3.953573 0.047460 -5.414964 0.0169 -0.0483 0.0158
H -2.621766 -0.137300 -2.704929 -0.2900 -0.0654 -0.0036
H -4.120965 0.420798 4.555834 -0.0280 -0.0028 -0.0470
H 4.482921 -6.592293 -7.233333 -0.0594 -0.0073 0.0042
H -1.979480 1.452285 -5.269145 0.0628 -0.0707 -0.0883
H 4.147223 4.648661 5.844585 0.0106 0.0032 0.0094
H 6.632322 -2.747555 8.191101 -0.0009 0.0046 0.0199
H 8.561218 0.301853 7.125628 0.0585 -0.0125 0.0070
H 5.946125 0.743448 0.453910 0.0119 -0.0452 0.0321
H -3.868770 6.248105 -4.251669 0.0466 -0.0360 -0.0227
H -4.631773 -0.365902 3.076846 0.1535 -0.0453 -0.1184
H -6.349116 6.247172 -3.833515 -0.0014 0.0039 0.0145
H -1.700001 2.529439 -6.648303 0.0190 -0.0228 0.0024
H 4.099951 2.096462 0.080546 -0.0941 -0.0538 -0.0092
H 7.171917 2.382320 5.924745 0.0451 0.0585 0.0110
H 1.509808 -0.424269 6.996414 0.0351 -0.0369 0.0314
H -9.469270 2.534648 5.850535 0.0050 -0.0203 -0.0005
H -8.347309 3.062323 2.289263 -0.0520 -0.0026 0.0045
H 0.129859 -0.890678 5.998931 -0.0070 -0.0363 -0.0086
H -2.466126 -5.263192 2.167077 0.2000 -0.1658 -0.1472
H -2.130212 2.836242 -10.110444 0.0004 0.0025 0.0160
H 3.140639 -3.071204 6.635391 -0.0058 -0.0024 0.0114
H -9.737247 3.529416 4.418492 -0.0188 -0.0170 -0.0523
H 0.485843 -5.134746 1.551531 -0.0368 0.0538 -0.1055
H 5.108296 -4.572261 -5.986461 -0.0016 0.0108 0.0170
H 0.058364 5.685832 -10.207385 0.0127 0.0081 -0.0031
H -7.160931 1.758519 2.309165 -0.0081 -0.0197 0.0033
H 2.461329 -3.472515 -6.619758 0.0033 0.0091 -0.0280
H -5.834426 4.827763 -4.761262 0.0104 0.0121 -0.0060
H 1.200423 -3.892443 2.534116 -0.0572 0.0518 -0.0191
H 7.753964 -2.142484 6.971125 0.0528 0.0193 0.0084
H 2.354060 0.385597 2.473880 0.0117 -0.0970 -0.0803
H 3.831339 -1.450226 6.491187 -0.0356 -0.0268 0.0571
H -6.189417 4.671916 -3.040777 -0.0074 0.0403 0.0376
H 3.107230 3.439443 5.075434 0.0141 0.0136 -0.0162
H -2.891989 -0.206020 3.471365 -0.0679 -0.0733 -0.1180
H 5.226209 -0.084176 1.835437 -0.0686 -0.1243 -0.0609
H -1.004088 3.228453 -11.420783 -0.0184 0.0040 -0.0064
H 2.696899 0.035860 4.883821 0.1330 0.0287 -0.0577
H 8.326071 -2.451884 8.617546 0.0122 0.0089 -0.0046
H 0.823535 -2.050556 7.142397 0.0032 -0.0047 0.0057
H -3.042777 2.826829 -5.530304 0.0039 0.0278 -0.0341
H -1.843160 0.512073 -8.265359 0.0120 0.0042 0.0113
H 6.244654 -0.234444 6.718006 0.0141 0.0104 -0.0175
H 3.812714 1.827923 1.801732 -0.0085 -0.0308 -0.0034
H -2.088383 -4.849598 3.834619 -0.0333 0.0105 -0.0827
H 0.760471 -1.395182 -0.480316 0.0879 -0.1201 0.0821
H -3.907625 1.795481 -7.619783 -0.0966 -0.0054 0.0457
H 2.884076 -4.948256 -0.339681 -0.0514 -0.0416 0.0588
H 2.424717 -1.051975 1.466249 -0.0065 0.0082 0.0043
H 4.600514 1.098039 6.084634 0.0919 0.0377 0.0598
H 0.318926 0.628713 0.444371 0.0118 -0.1201 -0.0608
H 4.744930 -0.524828 0.171131 0.1209 0.0013 0.0295
H -7.298573 3.856435 4.375406 0.0034 0.0117 0.0096
H -3.115381 2.275070 3.381111 -0.1564 0.1841 -0.0978
H 0.083929 0.148590 -1.737756 -0.0113 0.1275 -0.1353
H -4.796571 2.130153 2.814779 0.1008 0.1430 0.1125
H -2.516679 -1.703586 1.030222 0.0262 -0.0554 -0.0166
H 6.628064 4.003700 6.399795 -0.0463 0.0154 -0.0411
H 4.053141 -3.840207 -8.487757 0.0500 0.0513 0.0231
H -4.714006 7.276322 -2.117265 -0.0136 -0.0038 -0.0015
H -0.982254 -5.886223 2.951568 -0.0757 -0.0387 -0.1219
H 3.605142 3.231791 6.756691 0.0428 0.0317 0.0285
H 8.000759 1.308268 8.462596 0.0538 0.0063 0.0183
H 2.719864 -5.120905 -6.053173 -0.0111 -0.0547 -0.0317
H -1.684408 0.481507 -0.767934 0.0601 -0.0242 0.1070
H 3.982383 -2.589990 5.152090 -0.0137 -0.0183 -0.0082
H -3.417210 0.362283 -0.623207 0.0736 0.0426 0.0087
H -4.552717 5.700829 -1.323791 -0.0470 0.0072 -0.0103